Entry 1:
A gas-phase ion, C3H7N4S (charge +1) in a non-equilibrium geometry. Source: the OMol25 dataset; level of theory: ωB97M-V with the def2-TZVPD basis set.

Geometry (Å):
C (0.556, -0.717, 0.859)
C (-0.108, 0.642, 0.835)
C (-1.188, 0.824, -1.860)
N (-0.580, 2.965, -2.696)
N (-0.808, 1.943, -2.297)
N (-0.021, -1.656, 0.264)
N (1.733, -0.898, 1.444)
S (-1.681, 0.690, -0.164)
H (-0.734, 0.857, 1.741)
H (0.633, 1.430, 0.763)
H (-1.162, -0.087, -2.524)
H (-0.895, -1.334, -0.268)
H (0.155, -2.607, 0.375)
H (2.006, -0.138, 1.940)
H (2.094, -1.912, 1.586)

Atomic forces in eV per Å
C 1.50 1.91 1.23
C -1.57 -0.04 0.61
C -0.67 -4.10 1.06
N 0.42 0.00 0.08
N -0.01 2.53 -1.28
N -3.96 -0.27 -2.70
N -1.16 -4.17 -1.34
S 1.13 0.60 -1.11
H 1.35 -0.57 0.16
H -0.19 0.27 -0.46
H 0.06 1.45 0.71
H 1.17 -0.91 1.00
H 0.60 -1.69 -0.01
H 1.83 2.14 2.19
H -0.49 2.85 -0.13

The charge is +1. The HOMO energy comes out at -12.501 eV. Its lowest unoccupied orbital energy is -3.4107 eV. As for the HOMO-LUMO gap: 9.1 eV.


Entry 2:
A gas-phase ion, C3H7N4S (charge +1) in a non-equilibrium geometry. Source: the OMol25 dataset; level of theory: ωB97M-V with the def2-TZVPD basis set.

Geometry (Å):
C (0.051, -1.479, 0.426)
C (-0.566, -1.056, 1.552)
C (-0.532, 1.473, 0.457)
N (-0.057, 1.020, -0.592)
N (-1.179, 2.617, 0.651)
N (1.436, -1.071, -1.430)
N (0.926, -0.666, -0.256)
S (-0.429, 0.557, 2.121)
H (-0.211, -2.414, -0.049)
H (-1.218, -1.709, 2.110)
H (-1.330, 3.234, -0.132)
H (-1.583, 2.859, 1.540)
H (2.019, -0.388, -1.901)
H (0.763, -1.518, -2.047)
H (1.580, -0.129, 0.325)

Atomic forces in eV per Å
C 0.03 0.29 -0.78
C 0.05 0.10 -0.16
C -0.30 -0.06 1.25
N -1.29 2.41 -0.97
N -0.46 0.99 0.11
N 0.27 -0.35 -0.47
N 1.97 -3.95 1.50
S 0.06 0.54 -0.64
H 0.07 -0.08 -0.02
H 0.17 -0.19 0.17
H 0.05 0.04 0.08
H -0.05 -0.06 -0.07
H -0.18 0.07 0.22
H 0.04 0.20 0.20
H -0.41 0.07 -0.42

The charge is +1. The HOMO energy (spin up / spin down) comes out at -11.962 / -13.699 eV. Its lowest unoccupied orbital energy (spin up / spin down) is -3.3846 / -7.1032 eV. As for the HOMO-LUMO gap (spin up / spin down): 8.6 / 6.6 eV. As for the spin multiplicity: 3.


Entry 3:
A single C3H7N5 molecule in a non-equilibrium geometry. Source: the OMol25 dataset; level of theory: ωB97M-V with the def2-TZVPD basis set.

Geometry (Å):
N (-1.997, -1.802, -1.346)
C (-1.053, -1.270, -0.684)
N (0.005, -0.422, -1.300)
C (0.758, 0.322, -0.411)
N (1.761, 1.272, -0.731)
C (0.278, 0.057, 0.782)
N (0.030, 0.691, 1.961)
N (-0.698, -0.989, 0.724)
H (-2.267, -1.808, -2.308)
H (-0.042, 0.195, -2.116)
H (1.600, 2.243, -0.640)
H (2.725, 0.879, -0.474)
H (-0.160, 0.136, 2.953)
H (0.571, 1.457, 2.304)
H (-1.510, -0.960, 1.285)

Atomic forces in eV per Å
N 0.12 -0.60 3.73
C 1.97 3.93 -2.32
N 0.18 -0.74 -2.13
C 0.65 1.18 1.86
N 1.83 -3.03 -0.34
C -2.76 -1.82 1.79
N -0.13 0.09 5.82
N -0.63 -2.05 -3.79
H 1.02 0.43 -0.26
H -0.94 -1.39 -0.37
H -0.09 0.71 0.37
H -2.04 1.52 -0.64
H 0.78 1.03 -3.91
H 0.63 0.52 -0.70
H -0.60 0.22 0.91

Its SMILES is N=c1[nH]c(N)c(N)[nH]1. The charge is 0. The HOMO energy comes out at -6.920 eV. Its lowest unoccupied orbital energy is 0.7114 eV. As for the HOMO-LUMO gap: 7.6 eV.


Entry 4:
A single C3H7N5O molecule in a non-equilibrium geometry. Source: the OMol25 dataset; level of theory: ωB97M-V with the def2-TZVPD basis set.

Geometry (Å):
N (0.232, 0.533, -2.444)
C (0.473, 0.526, -1.057)
N (1.116, 1.323, -0.246)
C (0.811, 0.842, 0.989)
O (1.324, 1.608, 2.041)
C (0.069, -0.287, 1.004)
N (-0.726, -1.142, 1.902)
N (-0.059, -0.485, -0.432)
N (-1.071, -1.294, -1.143)
H (0.252, -0.476, -2.795)
H (0.975, 1.056, -2.905)
H (1.440, 2.595, 1.662)
H (-1.260, -0.430, 2.418)
H (-0.249, -1.638, 2.698)
H (-2.087, -0.610, -1.234)
H (-1.240, -2.120, -0.459)

Atomic forces in eV per Å
N 1.39 -0.71 -0.44
C 0.49 -0.22 -1.77
N -0.36 0.42 -0.84
C 1.34 2.06 1.90
O -0.39 1.98 -1.38
C -0.64 -1.40 -0.63
N 0.80 1.74 0.66
N -3.16 -2.87 1.24
N -2.15 1.33 2.13
H -0.22 1.95 0.66
H -0.33 -0.01 -0.02
H -0.37 -3.55 1.02
H -0.30 -0.65 -0.23
H 0.18 0.63 -1.60
H 3.79 -2.73 0.74
H -0.07 2.04 -1.42

Its SMILES is Nc1nc(O)c(N)n1N. The charge is 0. The HOMO energy comes out at -7.903 eV. Its lowest unoccupied orbital energy is 0.6456 eV. As for the HOMO-LUMO gap: 8.5 eV.


Entry 5:
A single C3H7NO molecule in a non-equilibrium geometry. Source: the OMol25 dataset; level of theory: ωB97M-V with the def2-TZVPD basis set.

Geometry (Å):
H (-0.811, 1.946, 0.771)
N (-0.186, 1.204, 0.633)
C (-0.402, 0.008, 0.312)
C (-1.645, -0.580, -0.308)
O (0.664, -0.814, 0.424)
C (1.862, -0.065, 0.668)
H (-2.037, 0.298, -0.824)
H (-2.401, -0.886, 0.419)
H (-1.455, -1.429, -0.980)
H (1.969, 0.679, -0.128)
H (1.823, 0.488, 1.612)
H (2.681, -0.778, 0.658)

Atomic forces in eV per Å
H -1.59 0.43 -0.56
N 1.06 -0.27 0.67
C 0.06 0.44 0.18
C -0.01 0.24 0.15
O -0.04 -0.12 -0.38
C 0.39 -0.10 0.00
H -0.36 -0.48 -0.37
H 0.26 0.01 0.12
H 0.09 0.46 0.19
H 0.20 -0.18 0.17
H -0.01 -0.31 -0.16
H -0.06 -0.12 -0.01

Its SMILES is [H]/N=C(\C)OC. The charge is 0. The HOMO energy comes out at -9.537 eV. Its lowest unoccupied orbital energy is 1.0850 eV. As for the HOMO-LUMO gap: 10.6 eV.


Entry 6:
A single C3H7NO molecule. Source: the OMol25 dataset; level of theory: ωB97M-V with the def2-TZVPD basis set.

Geometry (Å):
C (-1.789, 0.499, 0.182)
N (-0.695, -0.604, 0.632)
C (0.536, -0.480, -0.144)
O (0.690, -1.159, -1.123)
C (1.485, 0.548, 0.400)
H (-1.066, -1.542, 0.490)
H (-1.247, 1.019, -0.627)
H (-2.492, -0.135, -0.378)
H (-0.539, -0.458, 1.626)
H (1.012, 1.538, 0.393)
H (2.396, 0.553, -0.201)
H (1.733, 0.310, 1.443)

Atomic forces in eV per Å
C 0.07 -0.09 -0.24
N -0.03 -0.18 0.15
C 0.14 -0.19 -0.43
O -0.06 0.30 0.58
C 0.07 0.05 -0.04
H -0.02 0.13 -0.03
H 0.02 0.10 0.15
H 0.01 0.03 0.07
H 0.02 0.00 -0.13
H 0.02 -0.21 -0.01
H -0.19 0.03 0.09
H -0.04 0.04 -0.18

The charge is 0. The HOMO energy comes out at -7.238 eV. Its lowest unoccupied orbital energy is 0.4580 eV. As for the HOMO-LUMO gap: 7.7 eV.


Going through the records in order, we get energy above the lowest of the compared OMol25 structures with the same formula, charge and spin values of 106.4; 68.2; 262.4; 236.6; 147.0; 364.5 kJ/mol.